[1]
# C32H93N3O23

13 unconnected molecules or ions with the total composition C32H93N3O23 (the ωB97M-V functional and the def2-TZVPD basis, the Open Molecules 2025 dataset).

energy relative to the best compared isomer or geometry (same formula, charge and spin): 700.8 kJ/mol
largest force on an atom: 4.16 eV/Å

Geometry as ORCA input:
```
! wB97M-V def2-TZVPD RIJCOSX def2/J DEFGRID3
* xyz 0 1
C -4.754 7.987 4.685
C -3.609 8.318 3.770
C -2.466 9.164 4.333
O -1.524 9.440 3.274
C -0.375 9.998 3.816
N -3.019 7.028 3.502
H -5.614 7.495 4.230
H -5.078 8.856 5.257
H -4.429 7.183 5.345
H -3.718 8.892 2.850
H -2.055 8.792 5.272
H -2.939 10.106 4.613
H -0.023 9.645 4.785
H -0.576 11.030 4.105
H 0.524 9.898 3.208
H -3.060 6.492 4.357
H -2.013 7.096 3.434
C -2.281 -7.261 9.509
C -0.911 -7.085 8.996
C -0.770 -5.950 7.970
O 0.456 -5.921 7.366
C 0.424 -4.829 6.355
N -0.174 -6.804 10.246
H -2.327 -8.073 10.234
H -3.015 -7.627 8.791
H -2.586 -6.339 10.003
H -0.397 -7.972 8.626
H -1.192 -5.069 8.455
H -1.488 -6.125 7.169
H -0.326 -5.097 5.610
H 1.378 -4.954 5.844
H 0.261 -3.802 6.682
H 0.069 -7.742 10.530
H 0.668 -6.248 10.200
C 0.815 1.147 -2.888
C 0.777 -0.144 -2.001
C -0.507 -0.284 -1.204
O -0.596 0.503 -0.055
C -1.592 0.085 0.963
N 0.776 -1.364 -2.802
H 1.699 1.122 -3.525
H 1.146 1.998 -2.293
H -0.075 1.403 -3.464
H 1.694 -0.189 -1.413
H -0.364 -1.212 -0.650
H -1.398 -0.415 -1.818
H -1.419 0.724 1.829
H -1.517 -0.956 1.279
H -2.559 0.460 0.629
H 1.151 -0.936 -3.637
H -0.154 -1.524 -3.162
C -4.228 -7.379 -1.705
C -4.481 -8.939 -1.824
O -3.409 -9.699 -1.509
O -3.169 -6.799 -2.440
H -4.134 -7.078 -0.661
H -5.144 -6.937 -2.095
H -4.758 -9.060 -2.872
H -5.372 -9.191 -1.250
H -3.319 -9.813 -0.561
H -2.358 -7.175 -2.090
C 2.899 7.116 -8.378
C 2.274 8.468 -8.360
O 3.330 9.461 -8.215
O 3.256 6.687 -7.061
H 3.734 7.037 -9.074
H 2.129 6.527 -8.877
H 1.439 8.507 -7.661
H 1.786 8.657 -9.317
H 3.772 9.671 -9.041
H 3.627 7.505 -6.720
C -1.302 7.037 -1.717
C -0.388 8.181 -2.269
O 0.094 9.089 -1.375
O -2.590 7.484 -1.477
H -0.874 6.605 -0.812
H -1.371 6.162 -2.362
H -0.980 8.716 -3.012
H 0.530 7.767 -2.686
H -0.356 8.998 -0.532
H -2.905 7.310 -0.587
C 2.345 -4.420 -9.026
C 0.849 -4.139 -8.983
O 0.570 -2.775 -8.933
O 2.787 -4.349 -10.453
H 2.458 -5.418 -8.603
H 2.874 -3.640 -8.479
H 0.531 -4.560 -8.029
H 0.423 -4.648 -9.847
H -0.387 -2.704 -8.902
H 2.625 -3.425 -10.656
C -7.885 -0.668 -0.710
C -9.043 -0.961 -1.647
O -10.165 -0.233 -1.263
O -8.214 -1.216 0.541
H -7.755 0.402 -0.546
H -6.968 -1.169 -1.022
H -9.285 -2.023 -1.609
H -8.654 -0.652 -2.617
H -11.008 -0.659 -1.438
H -9.069 -0.859 0.791
C 2.112 -8.062 -3.681
C 3.420 -8.752 -4.035
O 4.437 -7.722 -4.165
O 2.124 -7.587 -2.373
H 1.389 -8.876 -3.734
H 1.835 -7.225 -4.321
H 3.321 -9.551 -4.770
H 3.633 -9.381 -3.171
H 4.945 -7.670 -3.353
H 2.738 -6.857 -2.479
C -4.877 -1.141 8.477
C -4.062 -0.985 9.737
O -3.795 0.397 10.145
O -4.471 -0.515 7.247
H -5.932 -0.908 8.617
H -4.813 -2.213 8.288
H -3.130 -1.550 9.743
H -4.619 -1.439 10.556
H -3.984 0.932 9.370
H -4.931 -1.002 6.559
C 7.501 -2.836 -0.095
C 7.135 -2.213 1.279
O 5.769 -2.163 1.626
O 8.814 -3.517 -0.060
H 7.318 -2.159 -0.929
H 6.872 -3.677 -0.389
H 7.711 -1.308 1.468
H 7.586 -2.911 1.984
H 5.472 -1.251 1.599
H 9.555 -3.136 -0.537
C 6.805 1.637 -8.146
C 7.313 1.479 -6.717
O 8.609 1.206 -6.706
O 6.900 0.298 -8.693
H 7.333 2.406 -8.711
H 5.722 1.756 -8.122
H 6.825 0.707 -6.124
H 7.069 2.366 -6.133
H 8.590 0.256 -6.841
H 7.806 0.081 -8.926
C 1.914 3.966 5.260
C 2.907 3.764 4.033
O 2.514 2.795 3.080
O 1.779 2.641 5.825
H 0.982 4.380 4.875
H 2.407 4.645 5.956
H 3.905 3.434 4.321
H 3.201 4.722 3.604
H 1.588 2.885 2.842
H 1.056 2.110 5.483
*
```

These are the Löwdin partial charges, in e, on atoms 1 to 99: -0.054 -0.434 -0.214 -0.167 -0.148 0.019 0.084 0.081 0.074 0.139 0.129 0.122 0.079 0.088 0.091 0.055 0.060 -0.097 -0.440 -0.282 -0.158 -0.055 0.019 0.078 0.077 0.086 0.136 0.128 0.116 0.079 0.086 0.088 0.068 0.070 -0.056 -0.413 -0.254 -0.203 -0.054 0.025 0.066 0.070 0.080 0.139 0.116 0.130 0.073 0.086 0.082 0.053 0.063 -0.245 -0.289 -0.036 -0.059 0.107 0.110 0.117 0.114 0.100 0.081 -0.272 -0.230 -0.080 -0.049 0.118 0.116 0.128 0.113 0.082 0.075 -0.257 -0.271 -0.051 -0.056 0.116 0.112 0.115 0.116 0.085 0.089 -0.183 -0.293 -0.057 -0.093 0.116 0.118 0.113 0.124 0.088 0.066 -0.249 -0.273 -0.054 -0.078 0.120 0.124 0.125 0.112


[2]
# C12H27ClIO5OsP2

A molecular structure, C12H27ClIO5OsP2 (the ωB97M-V functional and the def2-TZVPD basis, the Open Molecules 2025 dataset).

expectation value of S²: 6.030
largest force on an atom: 6.18 eV/Å

Geometry as ORCA input:
```
! wB97M-V def2-TZVPD RIJCOSX def2/J DEFGRID3
* xyz 3 5
C -1.030 -2.829 -0.875
C 0.206 -1.996 -0.559
H -0.713 -3.840 -1.143
H -1.600 -2.369 -1.685
H -1.707 -2.844 -0.018
O 1.309 -2.510 -0.638
I -0.102 2.775 0.790
Os 0.000 0.000 0.000
P 0.053 0.763 -2.246
C 1.730 1.231 -2.795
C -0.500 -0.442 -3.505
H -1.893 2.160 -2.002
H -1.163 2.326 -3.636
H -0.413 3.116 -2.206
C -0.961 2.240 -2.564
H -1.539 -0.717 -3.309
H -0.429 -0.007 -4.507
H 1.708 1.586 -3.830
H 2.397 0.368 -2.722
H 0.119 -1.342 -3.452
H 2.096 2.023 -2.136
C 1.843 0.152 0.163
O 2.987 0.260 0.268
Cl -2.398 -0.106 -0.187
C -0.225 -4.027 4.150
C -0.874 -2.966 3.277
O -0.468 -1.687 3.723
P -0.107 -0.733 2.362
O 1.588 -0.934 2.594
C 2.131 -0.157 3.642
C 1.996 -0.818 5.020
O -1.287 0.452 2.759
C -0.897 1.249 3.851
C -2.030 2.212 4.176
H 0.881 -3.963 4.059
H -0.552 -5.036 3.820
H -0.514 -3.880 5.211
H -0.577 -3.211 2.228
H -1.979 -3.044 3.352
H 3.220 -0.085 3.440
H 1.791 0.888 3.631
H 0.953 -0.846 5.380
H 2.396 -1.854 4.988
H 2.573 -0.237 5.769
H -0.035 1.885 3.590
H -0.706 0.636 4.756
H -2.947 1.650 4.451
H -1.736 2.866 5.024
H -2.250 2.852 3.294
*
```

Formally, the Löwdin partial charges of the atoms, in units of the elementary charge, are as follows: -0.037 -0.448 0.125 0.071 0.081 0.258 1.010 0.693 0.671 -0.198 -0.195 0.031 0.091 0.025 -0.258 0.058 0.091 0.092 0.072 0.067 0.061 -0.434 0.219 0.290 -0.042 -0.324 -0.233 0.947 -0.277 -0.292 -0.040 -0.361 -0.376 -0.038 0.093 0.108 0.109 0.099 0.145 0.147 0.103 0.069 0.106 0.113 0.064 0.140 0.112 0.118 0.073


Going through the records in order, we get electronic energy values of -3169.2856 -2379.7033 a.u..